A structure of composition C14H23Br9O7S, computed with ωB97M-V/def2-TZVPD.

Last column: natural (NBO) charge in e.
Positions of all 54 atoms, in Å:
O (6.90178, -1.97467, 0.20521)  -0.5733
C (5.85720, -2.41114, -0.15926)  0.7935
O (5.26644, -3.48967, 0.38687)  -0.4938
C (4.04994, -3.80487, -0.30723)  -0.0762
C (3.69098, -2.53586, -1.09008)  -0.4345
C (5.07177, -1.97527, -1.40353)  -0.5223
H (3.24094, -3.99515, 0.40203)  0.1889
H (4.16265, -4.74094, -0.85460)  0.1866
H (3.14218, -1.85100, -0.45099)  0.2228
H (3.20296, -2.72240, -2.04458)  0.2318
H (5.12728, -0.89706, -1.51488)  0.2382
H (5.56000, -2.50004, -2.22553)  0.2303
O (-0.86847, 3.17952, -0.32684)  -0.5790
C (-1.64734, 3.49384, 0.51077)  0.8128
O (-2.98450, 3.30152, 0.33748)  -0.5038
C (-3.72310, 3.54774, 1.54851)  -0.0643
C (-2.63531, 3.66785, 2.63764)  -0.4356
C (-1.45226, 4.14624, 1.86713)  -0.5451
H (-4.45510, 2.77393, 1.77394)  0.1940
H (-4.27781, 4.46876, 1.35369)  0.1850
H (-2.58390, 2.68921, 3.11008)  0.2209
H (-3.04976, 4.37328, 3.36136)  0.2273
H (-0.55968, 3.75049, 2.35778)  0.2429
H (-1.32732, 5.22266, 1.76757)  0.2537
O (0.68772, -1.30761, -1.58331)  -0.9389
S (-0.67778, -0.85142, -1.78553)  2.3668
O (-1.52579, -1.62309, -2.67049)  -0.9363
O (-1.41645, -0.75928, -0.38585)  -0.7199
C (-0.79202, -0.02986, 0.68154)  -0.0824
C (-1.84786, 0.43957, 1.68709)  -0.6665
C (-0.67503, 0.85894, -2.29619)  -0.9353
H (-0.23090, 0.86362, 0.37705)  0.2014
H (0.00036, -0.68888, 1.03858)  0.1977
H (-2.85064, 0.40309, 1.27272)  0.2514
H (-1.39858, 1.23717, 2.27031)  0.2187
H (-1.89764, -0.39680, 2.40185)  0.2237
H (-1.28297, 1.52285, -1.68026)  0.2880
H (-1.15472, 0.93726, -3.27491)  0.2612
H (0.32916, 1.25595, -2.41307)  0.2654
C (-4.64405, 0.97390, -2.71475)  -0.4530
Br (-3.90996, 2.63957, -3.45946)  0.0606
Br (-6.02512, 0.32525, -3.93962)  0.1043
Br (-5.26694, 1.38960, -0.88964)  0.0662
H (-3.80802, 0.29224, -2.63603)  0.2265
C (-1.72735, -4.38708, -0.82423)  -0.4508
Br (-2.38566, -5.94013, -1.78122)  0.0877
Br (0.06554, -4.84699, -0.11263)  0.0441
Br (-2.93877, -3.90293, 0.65461)  0.0693
H (-1.58973, -3.57566, -1.52754)  0.2424
C (4.34144, 0.59191, 2.58579)  -0.4521
Br (3.57993, 2.08950, 3.62544)  0.0666
Br (5.50196, 1.27057, 1.17157)  0.0996
Br (2.89640, -0.44406, 1.74870)  0.0643
H (4.93388, -0.05418, 3.21691)  0.2288

Calculated values
HOMO	-0.362	hartree
HOMO-LUMO gap	9.55	eV
electronic energy	-24638.1883	Ha



The molecule C9H13FN2, computed with ωB97M-V/def2-TZVPD.

Last column: natural (NBO) charge in e.
Positions of all 25 atoms, in Å:
C (-2.15340, 1.09051, -1.72663)  -0.6418
C (-2.06524, 1.95321, -0.43545)  0.2158
C (-0.73600, 2.01791, 0.21881)  -0.4832
C (0.09114, 0.74661, 0.44857)  0.2769
C (0.90116, 0.19559, -0.54092)  -0.3382
C (1.44709, -1.03317, -0.34068)  0.0693
C (2.36851, -1.73302, -1.30773)  -0.6439
C (1.18931, -1.69851, 0.89487)  -0.3372
C (0.44056, -1.02530, 1.83352)  0.3807
H (-1.33522, 1.40857, -2.42253)  0.2117
H (-3.13167, 1.11721, -2.14776)  0.2214
H (-1.84004, 0.02539, -1.47389)  0.2135
H (-2.25749, 2.92071, -0.82855)  0.1552
H (-0.88544, 2.47029, 1.18631)  0.2442
H (0.00032, 2.71361, -0.22801)  0.2191
H (1.01590, 0.62559, -1.53661)  0.2166
H (3.44144, -1.42541, -1.44052)  0.2328
H (2.41294, -2.77102, -1.13882)  0.2169
H (1.92039, -1.70723, -2.33304)  0.2167
H (1.46876, -2.74214, 1.06682)  0.2129
H (-0.18802, -0.95722, 3.73313)  0.4014
H (0.85549, -2.35066, 3.31786)  0.3846
N (0.16160, -1.63200, 3.05406)  -0.8092
N (-0.11350, 0.21141, 1.66330)  -0.4825
F (-3.00857, 1.57907, 0.48389)  -0.3537

Calculated values
HOMO	-0.305	hartree
HOMO-LUMO gap	9.17	eV
electronic energy	-560.1182	Ha
SMILES	Cc1cc(N)nc(C[C@@H](C)F)c1



A structure of composition C58H86N2O2PTi, computed with ωB97M-V/def2-TZVPD.

Last column: Löwdin charge in e.
Positions of all 150 atoms, in Å:
Ti (0.57765, -0.75462, -0.80744)  1.0506
C (3.81029, 6.38576, -1.12868)  -0.0653
C (2.64287, 5.73358, -0.38579)  -0.5510
C (1.38288, 6.58002, -0.61547)  -0.0454
C (2.97335, 5.72325, 1.11171)  -0.0431
C (2.37594, 4.30758, -0.87453)  -0.1697
C (3.07858, 3.74045, -2.00124)  -0.0222
C (2.99124, 2.40710, -2.21246)  -0.0731
N (2.13807, 1.58822, -1.52464)  -0.0502
C (1.08444, 2.25197, -0.84211)  -0.1772
C (1.44288, 3.54135, -0.26828)  0.0055
C (-0.20498, 1.83647, -0.96341)  -0.2270
C (-1.31753, 2.74928, -0.70055)  -0.0031
C (-2.32118, 2.82342, -1.59226)  -0.1816
C (-2.33587, 1.83624, -2.66549)  -0.0519
C (-1.48561, 0.78988, -2.62885)  -0.1457
N (-0.49604, 0.63880, -1.68140)  -0.1019
C (-3.36535, 3.93523, -1.58779)  -0.5517
C (-3.16917, 4.90472, -0.42485)  -0.0561
C (-4.78212, 3.35567, -1.49882)  -0.0432
C (-3.23083, 4.72667, -2.89750)  -0.0418
H (3.98572, 7.38492, -0.72406)  0.0840
H (3.60130, 6.49122, -2.19484)  0.0834
H (4.72794, 5.80546, -1.01322)  0.0812
H (1.56391, 7.61854, -0.32615)  0.0833
H (0.54352, 6.20338, -0.02790)  0.0721
H (1.09079, 6.56087, -1.66741)  0.0899
H (3.12317, 6.74522, 1.46941)  0.0854
H (3.88382, 5.15472, 1.29948)  0.0706
H (2.16917, 5.27455, 1.69617)  0.0745
H (3.76229, 4.31874, -2.60124)  0.0947
H (3.62814, 1.90125, -2.92628)  0.1262
H (0.88089, 3.90972, 0.58192)  0.1046
H (-1.21839, 3.47943, 0.09099)  0.0955
H (-3.06651, 1.88966, -3.46034)  0.0994
H (-1.57009, -0.01145, -3.35327)  0.0997
H (-3.28080, 4.40061, 0.53743)  0.0701
H (-3.92005, 5.69571, -0.47826)  0.0885
H (-2.18543, 5.37748, -0.45701)  0.0802
H (-4.93435, 2.84554, -0.54458)  0.0793
H (-4.97991, 2.64389, -2.29981)  0.0738
H (-5.51989, 4.15821, -1.57281)  0.0854
H (-2.23665, 5.17121, -2.97493)  0.0917
H (-3.97270, 5.52793, -2.92870)  0.0847
H (-3.38231, 4.09300, -3.77186)  0.0766
C (4.25376, -4.32589, 1.76091)  -0.0671
C (2.77395, -4.23731, 1.33864)  -0.3360
C (2.12580, -3.06225, 2.06120)  -0.0749
C (2.58909, -4.36156, -0.17820)  -0.1205
C (3.30894, -5.40030, -0.77803)  -0.0464
C (3.12532, -5.77853, -2.09161)  -0.0841
C (2.11963, -5.16395, -2.81869)  -0.0473
C (1.36630, -4.13485, -2.27530)  -0.1312
C (0.11543, -3.72744, -3.03190)  -0.3457
C (-1.12855, -4.23051, -2.29255)  -0.0444
C (-0.05225, -2.25061, -3.34989)  -0.0500
C (1.68118, -3.65285, -0.98699)  -0.2331
O (1.07973, -2.52036, -0.55206)  -0.2580
H (4.37925, -3.91300, 2.76344)  0.0793
H (4.88994, -3.75758, 1.08116)  0.0736
H (4.62382, -5.35017, 1.78731)  0.0689
H (2.27974, -5.13876, 1.72113)  0.1290
H (2.72095, -2.15764, 1.95863)  0.0490
H (2.07767, -3.29403, 3.12771)  0.0891
H (1.12380, -2.85432, 1.70025)  0.0502
H (4.03058, -5.93979, -0.17930)  0.1037
H (3.72008, -6.57140, -2.52561)  0.0990
H (1.88584, -5.50710, -3.82050)  0.1092
H (0.17303, -4.25561, -3.98780)  0.1287
H (-1.04553, -5.29479, -2.06752)  0.0923
H (-2.02296, -4.07737, -2.90244)  0.0778
H (-1.25217, -3.68562, -1.35219)  0.0572
H (-0.29430, -1.72526, -2.42379)  0.0144
H (-0.91015, -2.09234, -4.00446)  0.0887
H (0.83044, -1.80029, -3.80441)  0.1038
C (2.77622, 0.29042, 1.25611)  -0.0551
C (3.52814, 0.09544, -0.06617)  -0.4659
C (4.13403, -1.31051, -0.09806)  -0.0319
C (2.48856, 0.19001, -1.22877)  -0.2043
C (4.67757, 1.09789, -0.19780)  -0.1715
C (4.89749, 2.12793, 0.70925)  -0.0316
C (5.95559, 3.01729, 0.54814)  -0.0882
C (6.81617, 2.89947, -0.52857)  -0.0951
C (6.61689, 1.87110, -1.44144)  -0.0792
C (5.56832, 0.98604, -1.26998)  -0.0572
H (1.96201, -0.44272, 1.34115)  0.0475
H (2.33730, 1.28621, 1.33217)  0.0749
H (3.41756, 0.12858, 2.12747)  0.1016
H (3.35323, -2.06515, -0.09547)  0.0499
H (4.78721, -1.46856, 0.76393)  0.0993
H (4.72632, -1.46806, -0.99903)  0.0876
H (2.96011, -0.21308, -2.13492)  0.1051
H (4.23642, 2.26354, 1.55452)  0.1022
H (6.10683, 3.80486, 1.27627)  0.0979
H (7.63760, 3.59364, -0.65388)  0.0987
H (7.28093, 1.75996, -2.28980)  0.1015
H (5.42542, 0.20081, -2.00259)  0.1102
O (-1.44969, -1.71413, 0.44094)  -0.3667
P (-2.62790, -1.56833, 1.37576)  0.8644
C (-4.20733, -1.31278, 0.46832)  -0.3216
C (-3.90635, -0.47404, -0.78972)  -0.1942
C (-4.94786, -0.69740, -1.88170)  -0.1837
C (-4.92490, -2.14987, -2.38151)  -0.1789
C (-4.51534, -3.11723, -1.26298)  -0.1980
C (-4.99752, -2.58156, 0.07953)  -0.1878
C (-2.43418, -0.12471, 2.50121)  -0.3236
C (-3.00363, 1.19887, 1.97721)  -0.1894
C (-2.97417, 2.27217, 3.08084)  -0.1754
C (-1.77925, 2.10880, 4.02787)  -0.1945
C (-0.60538, 1.50536, 3.27003)  -0.1853
C (-0.93673, 0.06790, 2.84751)  -0.1772
C (-2.98457, -3.03337, 2.42877)  -0.3375
C (-2.33827, -3.14736, 3.81967)  -0.1842
C (-0.88584, -3.59752, 3.77346)  -0.2036
C (-0.76398, -4.93245, 3.04879)  -0.1895
C (-1.30860, -4.80024, 1.63064)  -0.1868
C (-2.76765, -4.34684, 1.64489)  -0.1794
H (-4.82944, -0.73830, 1.16502)  0.1165
H (-2.92530, -0.75404, -1.17688)  0.0874
H (-3.83134, 0.58284, -0.53725)  0.0868
H (-4.74489, -0.01818, -2.70862)  0.0962
H (-5.94184, -0.43728, -1.50499)  0.1139
H (-4.23145, -2.24387, -3.22143)  0.1031
H (-5.91289, -2.42226, -2.76066)  0.1083
H (-3.42709, -3.21064, -1.23330)  0.0742
H (-4.91344, -4.11578, -1.45316)  0.1178
H (-4.96186, -3.34547, 0.85264)  0.0841
H (-6.05210, -2.30359, -0.01089)  0.1213
H (-2.98662, -0.38459, 3.40984)  0.1172
H (-4.03091, 1.08581, 1.62798)  0.0953
H (-2.41558, 1.52330, 1.11624)  0.0903
H (-2.92479, 3.25550, 2.60729)  0.0961
H (-3.90795, 2.24784, 3.64809)  0.1098
H (-2.03962, 1.44476, 4.85881)  0.1127
H (-1.51587, 3.07001, 4.47169)  0.1091
H (0.29955, 1.50321, 3.87999)  0.1137
H (-0.38547, 2.11288, 2.38553)  0.1045
H (-0.65354, -0.62046, 3.64418)  0.1082
H (-0.33683, -0.20125, 1.97654)  0.0721
H (-4.05936, -2.90398, 2.60302)  0.1135
H (-2.91320, -3.90607, 4.36377)  0.1211
H (-2.44587, -2.22337, 4.38929)  0.0971
H (-0.47779, -3.65520, 4.78551)  0.1182
H (-0.30017, -2.85550, 3.23447)  0.0745
H (-1.33896, -5.69101, 3.59368)  0.1166
H (0.27283, -5.27179, 3.03152)  0.0968
H (-1.23353, -5.75075, 1.09756)  0.1182
H (-0.71259, -4.07160, 1.07384)  0.0884
H (-3.37487, -5.12093, 2.12887)  0.1265
H (-3.12946, -4.25995, 0.61983)  0.0828

Calculated values
HOMO (spin up / spin down)	-0.212 / -0.213	hartree
HOMO-LUMO gap (spin up / spin down)	6.25 / 6.26	eV
electronic energy	-3712.5518	Ha
2S+1	2



The molecule C4H5NOS2, computed with ωB97M-V/def2-TZVPD.

Last column: natural (NBO) charge in e.
Positions of all 13 atoms, in Å:
C (0.46587, 1.06103, -0.95631)  -0.4930
C (-0.20292, 0.18244, 0.04380)  -0.2336
C (-1.51813, 0.26136, 0.62280)  -0.0153
C (0.34932, -0.81055, 0.67791)  0.1855
H (0.37117, -0.09641, -3.51463)  0.1740
H (0.36792, 2.14858, -0.51438)  0.2481
H (1.45652, 0.57264, -0.96704)  0.2470
H (-2.28782, 1.22901, 0.42271)  0.2359
H (1.71970, -1.91066, 2.55231)  0.2124
N (-1.67492, -0.66289, 1.52785)  -0.1076
O (-0.52662, -1.32608, 1.73333)  -0.2961
S (-0.54099, 0.94857, -2.60193)  -0.1008
S (2.02091, -1.59704, 0.97358)  -0.0566

Calculated values
HOMO	-0.337	hartree
HOMO-LUMO gap	9.04	eV
electronic energy	-1081.6096	Ha
SMILES	SCc1cnoc1S



A structure of composition C3H2LiO3Yb, computed with ωB97M-V/def2-TZVPD.

Last column: natural (NBO) charge in e.
Positions of all 10 atoms, in Å:
O (1.07457, -2.10208, 2.59218)  -0.7301
O (-1.36230, -1.40735, 1.08606)  -0.5263
C (-2.46013, -1.15356, 1.79286)  0.2193
C (-0.10536, -0.82545, 1.40279)  0.0095
O (-2.37850, -0.70909, 2.94029)  -0.7494
C (1.07479, -0.85949, 2.06546)  0.1122
Yb (-4.63978, -2.06040, 0.74678)  1.8268
H (1.97753, -0.45397, 1.59199)  0.2812
H (0.47189, -2.28490, 1.20542)  0.5921
Li (-0.79472, -1.03411, 3.94905)  0.9646

Calculated values
HOMO (spin up / spin down)	-0.562 / -0.587	hartree
net charge	+2
HOMO-LUMO gap (spin up / spin down)	5.74 / 6.42	eV
electronic energy	-1506.5494	Ha
2S+1	2



A cluster of 2 separate species, C7H15N2O2 in total, computed with ωB97M-V/def2-TZVPD.

Last column: natural (NBO) charge in e.
Positions of all 26 atoms, in Å:
C (0.69042, -1.53619, -1.73634)  0.2650
C (-0.82111, -1.48439, -2.01991)  -0.1783
C (-0.28172, -2.89586, -0.46513)  0.9606
C (-0.42718, 3.11176, -0.24189)  -0.6132
C (0.81742, 2.43279, 0.32938)  -0.3870
C (0.55493, 1.40692, 1.48407)  -0.4293
C (-0.08914, 0.13249, 0.94205)  -0.2111
N (0.89012, -2.44071, -0.84543)  -0.4536
N (0.27037, -1.17877, 1.50926)  -0.8767
O (-1.37006, -2.27231, -0.99038)  -0.4101
O (-0.47168, -3.62063, 0.51315)  -0.5338
H (1.41089, -1.01866, -2.23211)  0.2319
H (-1.11760, -0.44818, -2.02852)  0.2572
H (-1.03434, -1.89056, -3.03261)  0.2605
H (-0.12623, 3.49290, -1.23206)  0.2152
H (-0.80837, 3.96635, 0.26050)  0.2240
H (-1.23180, 2.37450, -0.35837)  0.1847
H (1.40690, 1.96475, -0.50329)  0.1827
H (1.28841, 3.22963, 0.81991)  0.2215
H (1.56116, 1.28054, 1.99902)  0.2213
H (-0.02170, 1.87849, 2.21418)  0.2181
H (-1.23212, 0.00428, 0.90628)  0.2056
H (0.31239, 0.03757, -0.03577)  0.1465
H (-0.09177, -1.47887, 2.41976)  0.3825
H (1.27256, -1.32076, 1.47749)  0.3704
H (-1.35075, -3.72707, 0.84673)  0.5455

Calculated values
HOMO	-0.474	hartree
net charge	+1
HOMO-LUMO gap	7.43	eV
electronic energy	-535.3791	Ha



Question: What is the formula in the sixth record?
Answer: C7H15N2O2